1.
The following is a DFT calculation (ωB97M-V with the def2-TZVPD basis set) of a structure of composition C39H47IrN10S2SbSe.

CARTESIAN COORDINATES (ANGSTROEM)
Ir1 0.26 1.14 0.39
Se1 5.97 1.22 5.83
N1 4.22 1.20 5.89
C1 3.73 1.14 4.66
C2 2.34 1.09 4.33
C3 1.33 1.14 5.29
C4 0.02 1.01 4.89
C5 -0.26 0.84 3.54
N2 0.68 0.84 2.60
C6 1.98 0.98 2.97
C7 2.99 1.01 1.93
N3 2.58 0.98 0.64
C8 3.48 1.04 -0.33
C9 4.85 1.11 -0.09
C10 5.30 1.11 1.22
C11 4.36 1.08 2.25
C12 4.73 1.11 3.64
N4 5.97 1.14 4.09
H1 1.60 1.27 6.33
H2 -0.79 1.04 5.60
H3 -1.28 0.70 3.20
H4 3.09 1.04 -1.34
H5 5.53 1.15 -0.91
H6 6.35 1.14 1.46
S1 0.75 6.64 -5.06
N5 0.61 5.04 -5.17
C13 0.60 4.51 -3.95
C14 0.54 3.13 -3.62
C15 0.48 2.11 -4.58
C16 0.49 0.80 -4.16
C17 0.54 0.53 -2.79
N6 0.55 1.48 -1.87
C18 0.55 2.77 -2.25
C19 0.58 3.79 -1.23
N7 0.48 3.40 0.06
C20 0.50 4.30 1.03
C21 0.62 5.67 0.78
C22 0.71 6.11 -0.52
C23 0.67 5.16 -1.56
C24 0.71 5.51 -2.94
N8 0.79 6.73 -3.46
H7 0.43 2.37 -5.62
H8 0.47 -0.02 -4.86
H9 0.58 -0.49 -2.42
H10 0.39 3.93 2.04
H11 0.63 6.36 1.61
H12 0.80 7.15 -0.77
C25 -6.12 1.41 -0.60
C26 -5.85 0.47 -1.77
C27 -5.00 1.09 -2.87
C28 -3.53 1.29 -2.48
N9 -2.89 0.01 -2.22
C29 -2.34 -0.39 -1.09
S2 -2.14 0.68 0.26
N10 -1.90 -1.64 -0.93
C30 -2.16 -2.76 -1.82
C31 -3.57 -3.35 -1.67
C32 -3.81 -4.09 -0.35
C33 -4.09 -3.19 0.86
H13 -6.75 0.92 0.13
H14 -6.63 2.30 -0.95
H15 -5.19 1.71 -0.11
H16 -6.81 0.18 -2.21
H17 -5.38 -0.45 -1.40
H18 -5.40 2.07 -3.13
H19 -5.04 0.47 -3.77
H20 -3.45 1.92 -1.59
H21 -3.00 1.77 -3.31
H22 -3.06 -0.68 -2.94
H23 -1.77 -1.92 0.04
H24 -1.42 -3.53 -1.60
H25 -1.99 -2.44 -2.85
H26 -3.70 -4.06 -2.49
H27 -4.32 -2.57 -1.79
H28 -2.97 -4.75 -0.14
H29 -4.68 -4.72 -0.49
H30 -3.23 -2.60 1.16
H31 -4.38 -3.81 1.70
H32 -4.92 -2.52 0.65
C34 -0.34 -4.82 1.94
C35 0.56 -4.47 0.78
Sb1 1.23 -2.36 0.73
C36 2.45 -2.31 2.57
C37 3.25 -3.57 2.82
C38 2.66 -2.45 -0.97
C39 3.52 -3.69 -0.98
H33 -0.54 -5.89 1.93
H34 -1.30 -4.31 1.89
H35 0.13 -4.58 2.90
H36 0.08 -4.70 -0.17
H37 1.49 -5.03 0.84
H38 1.75 -2.13 3.38
H39 3.10 -1.45 2.48
H40 2.64 -4.46 2.83
H41 3.72 -3.49 3.80
H42 4.05 -3.69 2.09
H43 3.27 -1.55 -0.90
H44 2.06 -2.40 -1.87
H45 4.16 -3.75 -0.11
H46 4.16 -3.66 -1.86
H47 2.92 -4.60 -1.05

Charge ... +3
F_max ... 3.55 eV/Å
Kohn-Sham gap (alpha / beta) ... 0.2109 / 0.2206 Ha

***

2.
The following is a DFT calculation (ωB97M-V with the def2-TZVPD basis set) of a structure of composition C39H48BeP2Si.

CARTESIAN COORDINATES (ANGSTROEM)
Be1 1.04 0.48 0.24
C1 -3.43 -0.23 0.04
C2 -3.70 -0.27 -1.27
C3 -3.48 0.85 -2.24
C4 -2.06 1.03 -2.85
C5 -0.94 0.55 -1.99
C6 -0.66 1.09 -0.77
C7 -1.74 1.82 0.02
C8 -2.86 1.00 0.72
C9 2.38 -0.31 -0.44
H1 -3.68 -1.07 0.71
H2 -4.22 -1.15 -1.70
H3 -3.78 1.79 -1.76
H4 -4.17 0.66 -3.08
H5 -2.03 0.52 -3.82
H6 -1.93 2.11 -3.04
H7 -0.27 -0.22 -2.40
H8 0.37 1.53 -0.56
H9 -2.22 2.61 -0.59
H10 -1.22 2.34 0.83
H11 -2.48 0.67 1.70
H12 -3.69 1.70 0.93
H13 2.75 -1.06 0.29
H14 3.15 0.47 -0.56
H15 2.19 -0.80 -1.40
P1 0.01 -2.02 -8.81
P2 1.87 0.51 -9.21
C10 -0.68 -0.47 -9.42
C11 0.12 0.59 -9.66
C12 -0.69 -3.23 -10.02
C13 -1.81 -2.97 -10.83
C14 -2.26 -3.94 -11.73
C15 -1.59 -5.16 -11.84
C16 -0.46 -5.42 -11.05
C17 -0.01 -4.45 -10.15
C18 -0.97 -2.27 -7.28
C19 -0.60 -1.48 -6.17
C20 -1.24 -1.65 -4.95
C21 -2.32 -2.54 -4.84
C22 -2.71 -3.30 -5.95
C23 -2.02 -3.19 -7.16
C24 2.58 1.14 -10.82
C25 2.46 0.32 -11.95
C26 2.97 0.72 -13.18
C27 3.62 1.96 -13.30
C28 3.73 2.80 -12.18
C29 3.22 2.39 -10.94
C30 2.05 1.96 -8.10
C31 3.24 2.02 -7.34
C32 3.45 3.09 -6.48
C33 2.48 4.09 -6.35
C34 1.30 4.02 -7.09
C35 1.07 2.95 -7.96
H16 -1.77 -0.44 -9.56
H17 -0.24 1.51 -10.14
H18 -2.33 -2.02 -10.76
H19 -3.14 -3.74 -12.34
H20 -1.94 -5.92 -12.55
H21 0.07 -6.37 -11.15
H22 0.88 -4.64 -9.55
H23 0.19 -0.72 -6.29
H24 -0.88 -1.10 -4.08
H25 -2.85 -2.61 -3.89
H26 -3.55 -3.99 -5.86
H27 -2.31 -3.81 -8.01
H28 1.93 -0.63 -11.86
H29 2.87 0.07 -14.05
H30 4.03 2.27 -14.26
H31 4.21 3.77 -12.28
H32 3.31 3.05 -10.08
H33 3.99 1.23 -7.44
H34 4.37 3.15 -5.90
H35 2.64 4.93 -5.67
H36 0.54 4.80 -7.01
H37 0.14 2.88 -8.52
C36 -1.18 -0.11 3.73
Si1 0.53 -0.38 2.99
C37 1.74 -0.62 4.41
C38 0.38 -1.95 1.94
C39 1.04 1.00 1.87
H38 -1.20 -0.46 4.77
H39 -1.94 -0.68 3.18
H40 -1.46 0.95 3.73
H41 1.31 -1.27 5.19
H42 2.69 -1.07 4.08
H43 1.99 0.34 4.89
H44 -0.36 -1.82 1.13
H45 1.34 -2.24 1.48
H46 0.04 -2.78 2.58
H47 0.45 1.91 2.07
H48 2.07 1.26 2.18

F_max ... 1.99 eV/Å
Relative energy (zero: lowest compared OMol25 entry of this formula, charge and spin) ... 19.6 kJ/mol
Kohn-Sham gap ... 0.2734 Ha

***

Q: The lowest F_max belongs to which entry?
A: C39H48BeP2Si

***

Please write out number 1 again, unchanged.
The following is a DFT calculation (ωB97M-V with the def2-TZVPD basis set) of a structure of composition C39H47IrN10S2SbSe.

CARTESIAN COORDINATES (ANGSTROEM)
Ir1 0.26 1.14 0.39
Se1 5.97 1.22 5.83
N1 4.22 1.20 5.89
C1 3.73 1.14 4.66
C2 2.34 1.09 4.33
C3 1.33 1.14 5.29
C4 0.02 1.01 4.89
C5 -0.26 0.84 3.54
N2 0.68 0.84 2.60
C6 1.98 0.98 2.97
C7 2.99 1.01 1.93
N3 2.58 0.98 0.64
C8 3.48 1.04 -0.33
C9 4.85 1.11 -0.09
C10 5.30 1.11 1.22
C11 4.36 1.08 2.25
C12 4.73 1.11 3.64
N4 5.97 1.14 4.09
H1 1.60 1.27 6.33
H2 -0.79 1.04 5.60
H3 -1.28 0.70 3.20
H4 3.09 1.04 -1.34
H5 5.53 1.15 -0.91
H6 6.35 1.14 1.46
S1 0.75 6.64 -5.06
N5 0.61 5.04 -5.17
C13 0.60 4.51 -3.95
C14 0.54 3.13 -3.62
C15 0.48 2.11 -4.58
C16 0.49 0.80 -4.16
C17 0.54 0.53 -2.79
N6 0.55 1.48 -1.87
C18 0.55 2.77 -2.25
C19 0.58 3.79 -1.23
N7 0.48 3.40 0.06
C20 0.50 4.30 1.03
C21 0.62 5.67 0.78
C22 0.71 6.11 -0.52
C23 0.67 5.16 -1.56
C24 0.71 5.51 -2.94
N8 0.79 6.73 -3.46
H7 0.43 2.37 -5.62
H8 0.47 -0.02 -4.86
H9 0.58 -0.49 -2.42
H10 0.39 3.93 2.04
H11 0.63 6.36 1.61
H12 0.80 7.15 -0.77
C25 -6.12 1.41 -0.60
C26 -5.85 0.47 -1.77
C27 -5.00 1.09 -2.87
C28 -3.53 1.29 -2.48
N9 -2.89 0.01 -2.22
C29 -2.34 -0.39 -1.09
S2 -2.14 0.68 0.26
N10 -1.90 -1.64 -0.93
C30 -2.16 -2.76 -1.82
C31 -3.57 -3.35 -1.67
C32 -3.81 -4.09 -0.35
C33 -4.09 -3.19 0.86
H13 -6.75 0.92 0.13
H14 -6.63 2.30 -0.95
H15 -5.19 1.71 -0.11
H16 -6.81 0.18 -2.21
H17 -5.38 -0.45 -1.40
H18 -5.40 2.07 -3.13
H19 -5.04 0.47 -3.77
H20 -3.45 1.92 -1.59
H21 -3.00 1.77 -3.31
H22 -3.06 -0.68 -2.94
H23 -1.77 -1.92 0.04
H24 -1.42 -3.53 -1.60
H25 -1.99 -2.44 -2.85
H26 -3.70 -4.06 -2.49
H27 -4.32 -2.57 -1.79
H28 -2.97 -4.75 -0.14
H29 -4.68 -4.72 -0.49
H30 -3.23 -2.60 1.16
H31 -4.38 -3.81 1.70
H32 -4.92 -2.52 0.65
C34 -0.34 -4.82 1.94
C35 0.56 -4.47 0.78
Sb1 1.23 -2.36 0.73
C36 2.45 -2.31 2.57
C37 3.25 -3.57 2.82
C38 2.66 -2.45 -0.97
C39 3.52 -3.69 -0.98
H33 -0.54 -5.89 1.93
H34 -1.30 -4.31 1.89
H35 0.13 -4.58 2.90
H36 0.08 -4.70 -0.17
H37 1.49 -5.03 0.84
H38 1.75 -2.13 3.38
H39 3.10 -1.45 2.48
H40 2.64 -4.46 2.83
H41 3.72 -3.49 3.80
H42 4.05 -3.69 2.09
H43 3.27 -1.55 -0.90
H44 2.06 -2.40 -1.87
H45 4.16 -3.75 -0.11
H46 4.16 -3.66 -1.86
H47 2.92 -4.60 -1.05

Charge ... +3
F_max ... 3.55 eV/Å
Kohn-Sham gap (alpha / beta) ... 0.2109 / 0.2206 Ha